{"formula": "C17H12Cl2N3O2S2Ti", "method": "ωB97M-V/def2-TZVPD", "s2": 2.00, "e_tot_ev": -96225.0235, "orbital_gap_ev": [6.14, 7.58], "relative_energy_kcal_mol": 19.7, "total_charge": -1, "multiplicity": 3, "symbols": ["Ti", "O", "C", "O", "C", "C", "C", "C", "C", "N", "H", "H", "H", "H", "Cl", "C", "C", "C", "C", "C", "Cl", "C", "S", "H", "H", "H", "C", "C", "C", "C", "N", "C", "S", "N", "H", "H", "H", "H", "H"], "positions_angstrom": [[0.432, -0.360, 0.071], [-0.577, -2.692, 3.403], [-0.284, -1.808, 2.605], [0.027, -1.916, 1.380], [-0.290, -0.362, 3.090], [-0.605, -0.057, 4.406], [-0.594, 1.266, 4.806], [-0.266, 2.238, 3.871], [0.037, 1.852, 2.579], [0.028, 0.572, 2.181], [-0.846, -0.875, 5.069], [-0.834, 1.539, 5.826], [-0.240, 3.286, 4.134], [0.308, 2.580, 1.824], [3.353, 0.272, -2.467], [3.147, 1.989, -2.533], [3.820, 2.656, -3.542], [3.728, 4.034, -3.648], [2.964, 4.732, -2.733], [2.296, 4.050, -1.730], [1.360, 5.014, -0.623], [2.342, 2.650, -1.581], [1.490, 1.881, -0.270], [4.415, 2.082, -4.238], [4.250, 4.559, -4.437], [2.875, 5.809, -2.785], [-2.983, -5.354, -1.616], [-2.568, -3.948, -1.292], [-3.371, -3.106, -0.521], [-2.894, -1.834, -0.308], [-1.725, -1.403, -0.778], [-0.981, -2.311, -1.465], [0.595, -1.816, -1.931], [-1.399, -3.557, -1.765], [-3.955, -5.598, -1.188], [-2.236, -6.046, -1.228], [-3.021, -5.486, -2.697], [-4.320, -3.428, -0.119], [-3.476, -1.106, 0.250]]}